Record 1
Density functional theory data (the ωB97M-V functional and the def2-TZVPD basis) for a molecular structure, C40H33F3N5O2S3Se2Ti.

Each line ends with the Mulliken charge.
Cartesian coordinates (Å):
C: 2.63403 3.87740 1.34795  -1.032
C: -2.38121 -1.52790 -2.15892  -0.220
H: 1.38005 -0.76440 -7.05356  0.551
C: -4.79342 3.82119 -2.47508  -1.788
C: -1.73992 -0.19590 3.94778  -0.824
H: -4.65984 4.62525 -1.75708  0.408
H: -4.59318 0.28050 -4.30925  0.503
O: -1.28523 0.84267 -0.67786  0.086
H: -2.79677 -1.98893 4.46903  0.470
C: 2.74953 -2.54694 1.76974  -1.299
H: -2.67127 -1.37663 -1.12728  0.817
H: 0.79588 2.86849 -4.78535  0.723
F: 3.62856 -5.17549 2.25160  -0.236
C: 1.55571 0.98938 -4.00691  0.182
C: 5.72300 0.56255 -3.15712  -1.074
C: -2.24722 -1.45694 3.70460  -0.584
S: 3.93618 -0.67090 -1.82403  0.182
C: -1.81418 -2.99310 -3.97489  -0.623
H: 1.88582 -0.65798 2.26931  0.541
C: 1.97715 -1.43359 1.51862  -0.665
Ti: 0.39277 0.59203 -0.12591  -0.339
H: -5.50090 1.77443 -4.06954  0.363
H: -2.07243 -3.63473 -1.94266  0.546
N: -3.71574 1.65794 -3.00572  -0.139
H: 4.48929 2.25872 -3.83900  0.720
H: 0.52529 1.71620 -7.09889  0.493
C: 3.41142 1.33620 0.71213  -0.207
H: -2.77309 3.26622 -0.34764  0.527
C: 1.04141 1.83109 -4.95105  -0.957
H: -1.90119 0.29691 4.89729  0.510
C: 3.99145 3.58767 1.26970  -0.539
C: 2.29189 5.04035 -1.87479  -0.926
H: 0.25814 5.85556 -1.73359  0.610
C: 1.91996 2.79051 -2.32306  -0.370
C: 2.12964 -3.37008 -0.39584  -0.837
C: -3.82985 2.72714 -2.20759  0.287
C: -1.87342 -1.92386 -4.85515  -0.872
H: 3.69206 0.32187 0.47524  0.629
C: 1.38052 -2.22147 -0.56788  -0.390
C: -2.24218 1.39344 -1.38768  -0.081
N: 1.31600 -1.25645 0.36206  1.562
H: 2.28117 4.86156 1.62208  0.575
Se: -0.18049 3.04835 1.18556  0.337
N: -2.74901 0.83066 -2.52004  0.946
H: -4.05719 1.78818 -5.08226  0.351
H: 6.24320 -1.35097 -2.20314  0.555
S: 1.90387 -0.56768 -4.68766  0.017
C: 0.93933 5.03055 -1.86815  -0.847
H: -2.46388 -2.98409 2.19760  0.548
C: -2.06744 -2.79413 -2.62481  -0.875
C: 4.54662 1.35491 -3.24977  -0.882
C: 2.85542 3.75258 -2.11996  -0.870
C: -2.92125 2.58733 -1.16835  -0.686
H: 6.65509 0.82053 -3.63664  0.514
H: -5.82245 3.46545 -2.39382  0.391
N: -0.78063 -0.09903 1.74873  0.569
C: -2.05659 -2.01426 2.44415  -1.187
H: 3.27386 -2.65859 2.70883  0.565
H: -1.69585 -2.08211 -5.90839  0.473
C: -2.16580 -0.64825 -4.39742  0.283
H: -1.59853 -3.98618 -4.34454  0.495
C: 2.83608 -3.52509 0.78414  0.215
C: 0.90487 1.21273 -6.22210  -0.758
O: 1.24438 0.62458 -1.57890  0.921
C: 1.74269 2.86312 1.07849  0.354
S: 0.31649 3.45677 -2.20027  0.331
H: -1.17791 -1.72329 0.52254  0.411
F: 5.00940 -4.35815 0.79645  -0.224
F: 3.44401 -5.71260 0.15816  -0.252
H: 5.42258 2.02285 0.88829  0.539
C: -1.33169 -1.30964 1.51237  -0.019
H: 2.88865 5.92837 -1.72717  0.548
H: -2.19590 0.18130 -5.09018  0.505
H: -4.66152 4.22220 -3.48083  0.394
C: -1.02626 0.44668 2.94296  0.241
H: 0.82897 -2.05165 -1.48693  0.179
C: 5.54475 -0.55996 -2.42223  -0.624
Se: -0.38398 2.22240 3.33824  0.079
C: 2.04655 1.30044 -2.60151  1.949
H: 3.91789 3.56728 -2.14627  0.787
N: 2.09911 1.61279 0.76063  1.112
H: 4.72657 4.35561 1.47092  0.504
C: 3.49490 0.83508 -2.55905  -0.159
C: 4.37840 2.29533 0.94924  -1.165
C: -2.42370 -0.45753 -3.04918  -0.385
H: 2.17777 -4.11917 -1.17357  0.597
C: 3.73841 -4.72842 1.00287  0.645
C: 1.33856 -0.07339 -6.22661  -0.640
C: -4.50438 1.35651 -4.18622  -1.061

Cartesian forces (eV/Å) of the 2 atoms listed first:
C -0.1 0.1 0.0
C -0.2 0.1 0.0

Relative energy (zero: lowest compared OMol25 entry of this formula, charge and spin) (kcal per mole): 25.33
E (eV): -248006.5504
Net charge: +3
LUMO energy (eV): -9.2954
F_max (eV/A): 2.3
HOMO level (eV): -15.4

***

Record 2
Density functional theory data (the ωB97M-V functional and the def2-TZVPD basis) for 2 unconnected molecules or ions with the total composition C4H12O.

Each line ends with the natural charge from an NBO analysis.
Cartesian coordinates (Å):
C: 0.95834 -0.72641 -0.89674  -0.645
C: -1.52512 1.77326 -0.30746  -0.620
O: 1.60393 -2.70996 0.23374  -0.753
H: 0.04403 -0.35415 -1.35031  0.210
C: 0.57634 -1.68504 0.20708  -0.075
H: 1.56128 0.11781 -0.57446  0.210
H: -0.08179 2.44988 1.18377  0.204
H: 2.00446 -2.86739 1.08875  0.469
H: -2.20455 2.61091 -0.17915  0.213
H: -0.27128 -2.30483 -0.06085  0.174
H: -2.08282 0.84997 -0.54029  0.203
C: -0.55013 1.53333 0.78996  -0.617
H: 1.38620 -1.21938 -1.77592  0.234
H: -1.07734 1.94365 -1.29978  0.203
H: 0.43140 -1.35578 1.23458  0.178
H: -1.03613 1.11084 1.68950  0.200
H: 0.26318 0.83329 0.55758  0.212

Cartesian forces (eV/Å) of the 2 atoms listed first:
C -0.9 0.2 -0.6
C -0.4 -0.7 -1.9

Structure (SMILES): CCO.CC
Relative energy (zero: lowest compared OMol25 entry of this formula, charge and spin) (kcal per mole): 23.14
E (eV): -6389.1174
Net charge: 0
LUMO energy (eV): 0.9948
F_max (eV/A): 2.5
HOMO level (eV): -10.1

***

Record 3
Density functional theory data (the ωB97M-V functional and the def2-TZVPD basis) for C6H4O in the gas phase.

Each line ends with the natural charge from an NBO analysis.
Cartesian coordinates (Å):
C: -1.01881 -0.47136 -0.20011  -0.129
H: 0.27374 2.45989 0.31297  0.120
C: 0.71580 1.46944 0.08084  0.433
H: 0.26737 -1.93914 1.05803  0.254
C: 0.26713 -1.12245 0.34682  -0.193
H: -1.98497 -0.85602 0.10194  0.245
O: 1.72058 1.36206 -0.56989  -0.472
C: -0.57318 -0.41189 -1.82936  -0.071
C: 0.09215 -1.22577 -1.06204  -0.113
H: -0.38306 0.48474 1.69584  0.241
C: -0.05222 0.30818 0.66944  -0.314

Cartesian forces (eV/Å) of the 2 atoms listed first:
C -0.5 0.1 0.3
H 0.0 -0.1 -0.1

Relative energy (zero: lowest compared OMol25 entry of this formula, charge and spin) (kcal per mole): 115.53
E (eV): -8327.4303
Net charge: 0
LUMO energy (eV): 0.4062
F_max (eV/A): 0.6
HOMO level (eV): -9.4